ORCA calculation (wB97M-V/def2-TZVPD) on 2 unconnected molecules or ions with the total composition C6H11N3 in a non-equilibrium geometry.

Computed properties:
Multiplicity: 1
HOMO energy: -8.54 eV
Total charge: 0
Lowest unoccupied orbital energy: 0.885 eV
E: -399.3207 hartree
Relative energy (zero: lowest compared OMol25 entry of this formula, charge and spin): 458.3 kJ/mol
Gap between HOMO and LUMO: 9.42 eV

Each line ends with the natural charge from an NBO analysis.
CARTESIAN COORDINATES (ANGSTROEM)
C  -1.40795  0.77839  -0.57884  -0.12
C  -0.30467  1.37526  -0.11284  -0.27
C  -1.06937  -0.23257  -1.63004  -0.45
C  0.47540  -0.26183  -1.61745  -0.45
C  2.26349  1.02890  -0.66388  -0.41
C  0.95044  0.82158  -0.69778  -0.03
N  -0.74077  -0.09242  3.44853  -0.50
N  0.05189  -1.83325  2.02028  -0.53
N  -0.06777  -0.64613  2.51278  0.01
H  -2.34877  1.05068  -0.17384  0.21
H  -0.47881  2.17927  0.58626  0.22
H  -1.57155  -1.11457  -1.27619  0.21
H  -1.40839  -0.19680  -2.69037  0.22
H  0.63403  -1.32905  -1.14630  0.24
H  0.80281  -0.12477  -2.64837  0.22
H  2.81383  0.38687  -1.20222  0.19
H  2.71916  1.77449  -0.00558  0.20
H  -1.33865  -0.85108  3.93945  0.31
H  -0.52657  -2.43059  2.53919  0.30
H  0.62274  -0.10057  1.92140  0.41